(1)
Here is a structure of composition C25H32CoNO2 in a non-equilibrium geometry from the Open Molecules 2025 dataset. Energies are from ωB97M-V/def2-TZVPD.

Calculated values
**Net charge**: -1
**Highest occupied orbital energy (spin up / spin down)**: -2.4 / -3.2 eV
**Multiplicity**: 4
**⟨S²⟩**: 3.7802
**Gap between HOMO and LUMO (spin up / spin down)**: 5.22 / 5.96 eV
**Total energy**: -69655.1095 eV

Cartesian coordinates (Å):
C: 2.17094 0.05430 0.78905
C: 2.17820 -0.70161 -0.41980
C: 1.73911 0.15032 -1.47676
H: 2.51844 -1.72622 -0.53657
C: 1.52462 1.44364 -0.92890
C: 1.81652 1.39653 0.45754
H: 1.23783 2.32522 -1.49029
C: -1.37753 -1.69163 1.32014
C: -0.07450 -1.96638 0.80945
C: -0.16108 -1.89894 -0.64631
H: 0.75283 -2.38623 1.37331
C: -1.51890 -1.52818 -0.97812
C: -2.24746 -1.42171 0.22962
H: 1.73241 -0.09254 -2.53491
H: 1.78421 2.24262 1.13556
H: 2.45471 -0.31158 1.77214
H: -3.31493 -1.21838 0.29017
H: 0.50108 -2.37957 -1.36375
H: -1.68999 -1.75598 2.35944
Co: 0.34846 -0.01042 -0.05044
C: -2.01476 -1.28596 -2.37662
C: -3.52537 -1.51672 -2.44406
C: -1.31025 -2.21694 -3.37676
H: -3.74560 -2.54560 -2.13577
H: -3.86479 -1.35834 -3.47008
H: -4.05935 -0.81873 -1.79116
H: -1.46726 -3.26006 -3.07469
H: -0.23222 -2.02330 -3.43718
H: -1.74411 -2.06760 -4.37161
C: -1.63217 0.19089 -2.70790
C: -2.15031 0.69154 -4.04162
H: -0.52820 0.28321 -2.69341
H: -2.01096 0.87506 -1.91966
O: -3.06853 0.14738 -4.65348
N: -1.56221 1.79840 -4.57918
C: -0.40147 2.52418 -4.08586
H: -2.01526 2.13556 -5.42138
C: 0.91286 1.91399 -4.53746
C: 2.10015 2.55980 -4.17796
H: 2.02972 3.49325 -3.61119
C: 3.33572 2.01499 -4.53012
H: 4.25047 2.52201 -4.21817
C: 3.38792 0.83321 -5.28060
H: 4.35395 0.41064 -5.56079
C: 2.20477 0.20288 -5.67719
H: 2.22757 -0.71124 -6.27314
C: 0.96450 0.74829 -5.31432
H: 0.03684 0.27548 -5.64939
H: -0.42716 2.56256 -2.98207
H: -0.47226 3.55884 -4.45399
C: -2.43922 1.54374 2.42833
C: -0.97878 1.57456 2.04057
C: -0.12308 0.95577 3.13371
O: -0.88970 0.96782 0.76568
H: -2.80044 0.51004 2.38946
H: -3.01828 2.13668 1.71695
H: -2.60800 1.93810 3.43548
H: -0.66071 2.62641 1.92878
H: -0.24479 -0.13474 3.15728
H: 0.93509 1.19760 2.99061
H: -0.42527 1.35522 4.11090

(2)
Here is the molecule C5H9N in a non-equilibrium geometry from the Open Molecules 2025 dataset. Energies are from ωB97M-V/def2-TZVPD.

Calculated values
**SMILES**: C=CCNC=C
**Highest occupied orbital energy**: -8.4 eV
**Gap between HOMO and LUMO**: 9.51 eV
**Total energy**: -6818.7824 eV

Cartesian coordinates (Å):
C: -2.22357 1.26090 -0.39779
C: -1.37360 0.50898 0.28970
N: -1.00901 -0.78750 -0.09755
C: 0.40998 -1.06971 -0.37056
C: 2.31416 -0.09603 0.96673
C: 1.32418 0.02002 0.08214
H: -2.41388 1.00500 -1.43387
H: -2.79781 2.08755 -0.00741
H: -1.00378 0.78552 1.26961
H: -1.56387 -1.15454 -0.85726
H: 0.55092 -1.16956 -1.45589
H: 0.78189 -2.00967 0.04729
H: 2.86240 0.77100 1.31335
H: 2.76097 -1.06012 1.19933
H: 1.38103 0.90817 -0.54782

(3)
Here is a cluster of 10 separate species, C18H21Cl27N2O3 in total from the Open Molecules 2025 dataset. Energies are from ωB97M-V/def2-TZVPD.

Calculated values
**SMILES**: NCCC(=O)O[C@@H](O)c1cccnc1.ClC(Cl)Cl.ClC(Cl)Cl.ClC(Cl)Cl.ClC(Cl)Cl.ClC(Cl)Cl.ClC(Cl)Cl.ClC(Cl)Cl.ClC(Cl)Cl.ClC(Cl)Cl
**Highest occupied orbital energy**: -9.5 eV
**Gap between HOMO and LUMO**: 9.71 eV
**Total energy**: -366234.1346 eV

Cartesian coordinates (Å):
N: -0.09939 -0.48374 -0.34797
C: -0.29894 0.20256 0.91486
C: 0.51905 -0.36233 2.11736
C: 1.40444 0.70918 2.69292
O: 2.22531 1.28761 2.04771
O: 1.18081 1.04005 4.00470
C: 2.07121 0.42928 4.95182
O: 2.15711 1.28765 6.04633
C: 1.56172 -0.90724 5.42506
C: 2.39589 -2.01614 5.48842
C: 1.86700 -3.22861 5.91684
C: 0.51634 -3.27642 6.26251
N: -0.28698 -2.21495 6.21588
C: 0.22426 -1.06002 5.81127
H: 0.87191 -0.66566 -0.55973
H: -0.64570 -1.32957 -0.42114
H: -0.06143 1.26012 0.78674
H: -1.36625 0.14501 1.14564
H: 1.18006 -1.14754 1.73446
H: -0.12646 -0.81774 2.86907
H: 3.05008 0.29965 4.46882
H: 2.58897 2.09969 5.74519
H: 3.44032 -1.93315 5.19916
H: 2.47627 -4.12271 5.98703
H: 0.06952 -4.21174 6.58589
H: -0.44490 -0.20449 5.77826
C: 3.31260 2.25776 9.32789
Cl: 2.30072 2.42773 10.76021
Cl: 4.20080 3.74858 9.00109
Cl: 4.41881 0.89494 9.49698
H: 2.66815 2.06535 8.47939
C: -2.65071 -3.65083 -2.35090
Cl: -2.56776 -5.40396 -2.51713
Cl: -2.44794 -3.17390 -0.65510
Cl: -1.45967 -2.85414 -3.36618
H: -3.63603 -3.33396 -2.66692
C: 2.24390 2.01482 -1.33486
Cl: 3.50006 3.25210 -1.31671
Cl: 0.65802 2.76197 -1.50478
Cl: 2.54246 0.84664 -2.62582
H: 2.27275 1.49302 -0.38419
C: -5.01257 0.68858 -2.77973
Cl: -5.67248 1.88865 -1.67448
Cl: -4.30601 -0.66243 -1.88690
Cl: -6.23865 0.11705 -3.91294
H: -4.22220 1.15620 -3.35190
C: 1.69224 0.44568 -6.29623
Cl: 1.09371 1.66029 -7.42326
Cl: 0.41860 -0.70110 -5.87419
Cl: 3.09629 -0.39513 -6.95351
H: 2.00253 0.95347 -5.39330
C: 0.06825 -5.92635 -6.00575
Cl: 0.61899 -6.79985 -4.57506
Cl: -1.66976 -6.12262 -6.23392
Cl: 0.49880 -4.22164 -5.90892
H: 0.56845 -6.35013 -6.86609
C: 2.06527 6.55225 -0.33914
Cl: 0.64793 7.06354 -1.24802
Cl: 3.50356 7.45659 -0.82500
Cl: 1.80157 6.68327 1.39959
H: 2.23756 5.50874 -0.57020
C: -0.20634 6.12940 -5.56943
Cl: -1.38688 7.23870 -4.86896
Cl: 0.66140 5.26385 -4.30611
Cl: -0.98058 5.01074 -6.69186
H: 0.51113 6.71670 -6.12656
C: -6.64404 -4.89012 -4.22125
Cl: -6.38846 -3.28578 -3.52381
Cl: -8.34825 -5.33072 -4.16915
Cl: -6.02037 -4.95307 -5.86839
H: -6.09111 -5.60597 -3.62663

(4)
Here is the molecule C2H3N5O in a non-equilibrium geometry from the Open Molecules 2025 dataset. Energies are from ωB97M-V/def2-TZVPD.

Calculated values
**SMILES**: [H]/N=c1\nncnn1O
**Highest occupied orbital energy**: -9.3 eV
**Gap between HOMO and LUMO**: 7.97 eV
**Total energy**: -11615.2880 eV

Cartesian coordinates (Å):
C: 1.88017 -0.51145 0.03354
C: -0.62791 0.53695 -0.24266
H: -1.96391 -0.76278 0.21292
H: 2.97573 -0.74952 -0.20782
H: -1.94584 1.96843 0.03217
N: -0.28046 -0.74918 -0.13664
N: 0.90207 -1.32078 -0.22670
N: 1.69612 0.80918 0.26250
N: 0.51165 1.36950 0.04479
N: -1.81433 0.88769 -0.06800
O: -1.33329 -1.47805 0.29590

(5)
Here is the molecule C5H7N in a non-equilibrium geometry from the Open Molecules 2025 dataset. Energies are from ωB97M-V/def2-TZVPD.

Calculated values
**SMILES**: N#CCC1CC1
**Highest occupied orbital energy**: -9.8 eV
**Gap between HOMO and LUMO**: 10.82 eV
**Total energy**: -6785.7542 eV

Cartesian coordinates (Å):
N: 1.44295 -0.92043 1.71475
C: 1.79586 -0.35791 0.76290
C: 1.36460 0.34200 -0.44816
C: -0.11914 0.53120 -0.04208
C: -0.82038 -0.49328 0.73949
C: -1.32977 0.13152 -0.76159
H: 1.50244 -0.28280 -1.33794
H: 1.84470 1.30985 -0.61981
H: -0.27633 1.49964 0.43280
H: -1.16314 -0.29358 1.76120
H: -0.63571 -1.55432 0.58134
H: -1.31881 -0.72769 -1.42557
H: -2.00091 0.92701 -1.13040

(6)
Here is a structure of composition C24H60CaF2N6O15S2 in a non-equilibrium geometry from the Open Molecules 2025 dataset. Energies are from ωB97M-V/def2-TZVPD.

Calculated values
**Highest occupied orbital energy**: -8.9 eV
**Gap between HOMO and LUMO**: 9.36 eV
**Total energy**: -111053.4912 eV

Cartesian coordinates (Å):
Ca: -1.12263 1.17717 0.74269
N: 0.19376 -0.38414 -1.18823
S: 0.04627 -1.94889 -1.38635
O: 0.06973 -2.66556 -0.10837
O: 0.82251 -2.54759 -2.39469
F: -1.39303 -2.10309 -1.87768
S: 1.31547 0.53043 -1.79470
O: 1.10343 1.87671 -1.31875
O: 1.68156 0.23543 -3.12174
F: 2.46437 0.02197 -0.81794
N: -1.64982 3.07568 2.75780
O: -2.24311 1.93555 2.94302
O: -1.56610 3.89860 3.63021
O: -1.13555 3.29474 1.61651
C: 1.97313 3.07961 1.26893
O: 1.25305 1.92973 1.72873
C: 1.92143 1.02306 2.66216
C: 0.94884 0.20066 3.43769
N: 0.00045 -0.46259 2.52619
C: -1.06278 -1.04347 3.29046
C: -1.97454 -1.95720 2.49179
O: -2.60849 -1.12791 1.54167
C: -3.36443 -1.90144 0.65384
H: 2.68145 2.74503 0.54589
H: 2.42273 3.59263 2.15400
H: 1.23179 3.64791 0.79533
H: 2.50803 1.51950 3.42302
H: 2.54875 0.28825 2.06914
H: 0.30162 0.86266 4.07503
H: 1.42203 -0.51961 4.12172
H: 0.42341 -1.32470 2.20809
H: -1.61158 -0.18250 3.67890
H: -0.70371 -1.59204 4.15817
H: -2.67305 -2.23981 3.25137
H: -1.42448 -2.79715 1.94694
H: -4.25698 -2.29914 1.21620
H: -2.77359 -2.76597 0.27670
H: -3.62411 -1.31110 -0.18427
C: 0.72228 4.53806 -3.72625
O: -0.04551 4.24562 -2.52225
C: -1.40734 4.62437 -2.67008
C: -2.19202 3.98452 -1.59010
N: -1.88856 2.51345 -1.51467
C: -2.88938 1.66005 -2.11638
C: -4.00814 1.57615 -1.13550
O: -3.42990 1.08875 0.08249
C: -4.50745 0.85191 1.03867
H: 0.70001 5.65430 -3.97125
H: 0.46891 3.91310 -4.61045
H: 1.71126 4.27733 -3.38728
H: -1.72125 4.13552 -3.61042
H: -1.47008 5.69978 -2.59191
H: -3.26385 4.11227 -1.82967
H: -1.98503 4.32083 -0.60453
H: -0.98624 2.40891 -1.95568
H: -2.46243 0.66528 -2.18653
H: -3.12707 1.97933 -3.14309
H: -4.74356 0.86662 -1.46012
H: -4.48399 2.53736 -0.98340
H: -5.14412 0.04234 0.64635
H: -5.10515 1.71821 1.03849
H: -3.99292 0.71071 2.00982
C: 1.66202 -4.03748 2.70800
O: 2.06041 -3.15263 3.72592
C: 3.46827 -3.09859 3.76759
C: 3.94984 -2.20194 4.88284
N: 5.36532 -2.25578 4.92891
C: 5.88004 -1.35050 6.00112
C: 7.33970 -1.53577 6.09853
O: 7.92244 -1.32314 4.82385
C: 9.33408 -1.31665 4.75024
H: 1.91765 -5.08887 2.81761
H: 2.12718 -3.92249 1.72550
H: 0.59567 -3.91598 2.53421
H: 3.87860 -2.75145 2.79228
H: 3.80084 -4.13414 3.89966
H: 3.49452 -2.60521 5.82854
H: 3.43073 -1.20790 4.81448
H: 5.82659 -1.96067 4.06613
H: 5.47260 -1.62605 7.01047
H: 5.52411 -0.34461 5.87557
H: 7.59973 -2.54784 6.40641
H: 7.77969 -0.83149 6.88903
H: 9.65897 -2.23282 5.17454
H: 9.73546 -0.39596 5.23261
H: 9.61196 -1.34311 3.66641
C: -5.84344 -2.88071 -2.96822
O: -4.73685 -2.95790 -3.86454
C: -4.09821 -1.73735 -3.97044
C: -2.81807 -1.90396 -4.77954
N: -2.16641 -0.65958 -4.80210
C: -0.81394 -0.51104 -5.42911
C: -0.42627 0.94208 -5.39851
O: -1.35864 1.86051 -6.00665
C: -1.52389 1.64606 -7.39151
H: -6.60868 -2.24900 -3.39314
H: -5.57837 -2.44440 -2.03987
H: -6.29419 -3.86513 -2.90173
H: -3.85291 -1.28382 -3.03831
H: -4.76884 -1.02735 -4.55738
H: -3.04231 -2.28937 -5.75426
H: -2.16752 -2.65241 -4.36205
H: -2.76094 0.03422 -5.25796
H: -0.73632 -0.96807 -6.45908
H: -0.07976 -0.92958 -4.79012
H: 0.56301 1.02378 -5.88482
H: -0.48341 1.21749 -4.33143
H: -0.60180 1.91597 -7.90975
H: -2.29189 2.37516 -7.72434
H: -1.84104 0.63933 -7.63130

(7)
Here is a structure of composition C9H5AuF6NO6S2 from the Open Molecules 2025 dataset. Energies are from ωB97M-V/def2-TZVPD.

Calculated values
**Net charge**: -1
**Highest occupied orbital energy**: -6.7 eV
**Gap between HOMO and LUMO**: 9.64 eV
**Total energy**: -64858.6237 eV

Cartesian coordinates (Å):
Au: -1.92199 0.05632 0.21044
F: 1.93770 3.21356 0.44007
C: 1.39967 2.11781 -0.09480
F: 0.56575 1.58149 0.79690
F: 2.37312 1.24407 -0.34303
S: 0.51806 2.51718 -1.66682
O: 0.14273 1.24389 -2.21685
O: 1.44546 3.32767 -2.39116
N: -0.67237 3.40269 -1.13120
S: -2.19166 3.09073 -0.97351
O: -2.60593 1.68728 -1.06820
O: -2.99194 3.99840 -1.72782
C: -2.52696 3.58060 0.81355
F: -3.50474 4.48376 0.84511
F: -1.45118 4.10754 1.38547
F: -2.91535 2.52509 1.52710
O: -1.45186 -3.40691 2.41534
C: -1.08063 -2.51627 1.66690
O: -1.66900 -1.36081 1.63975
C: 0.15908 -2.78488 0.81770
C: 0.66784 -1.93315 -0.15489
C: 1.81411 -2.26503 -0.86690
C: 2.47420 -3.45525 -0.61006
C: 1.97977 -4.31357 0.36482
C: 0.83454 -3.98036 1.06702
H: 0.18935 -0.98684 -0.36828
H: 2.19032 -1.58126 -1.61731
H: 3.37078 -3.71146 -1.16153
H: 2.49083 -5.24484 0.57772
H: 0.43031 -4.63744 1.82444

(8)
Here is a cluster of 5 separate species, C12H34O5 in total in a non-equilibrium geometry from the Open Molecules 2025 dataset. Energies are from ωB97M-V/def2-TZVPD.

Calculated values
**SMILES**: CC(C)O.CC(C)O.CC(C)O.CC(C)O.O
**Highest occupied orbital energy**: -9.7 eV
**Gap between HOMO and LUMO**: 10.13 eV
**Total energy**: -23230.6338 eV

Cartesian coordinates (Å):
O: -0.61356 0.56285 -2.08831
H: -0.13789 0.86454 -1.31439
H: 0.02616 0.04419 -2.57614
C: -5.72956 0.30800 -4.49381
C: -6.23076 0.18682 -3.02583
C: -7.67456 -0.34418 -2.64381
O: -5.34780 -0.71710 -2.38397
H: -6.30470 1.05884 -5.03561
H: -5.80550 -0.65349 -5.00162
H: -4.70110 0.66599 -4.54075
H: -6.04306 1.14835 -2.54798
H: -7.98240 -0.31184 -1.59869
H: -8.01652 -1.36465 -2.81646
H: -8.42858 0.29532 -3.10272
H: -4.45872 -0.38260 -2.52271
C: -2.94514 -2.63306 3.26242
C: -4.49396 -2.75888 3.33008
C: -5.01205 -2.72452 4.74898
O: -4.95045 -1.61374 2.74299
H: -2.56003 -1.77776 3.81763
H: -2.51151 -2.53757 2.26695
H: -2.64498 -3.50303 3.84649
H: -4.83769 -3.66390 2.82919
H: -6.04798 -2.39891 4.84345
H: -4.31852 -2.07098 5.27815
H: -4.87337 -3.72099 5.16840
H: -4.85040 -1.69106 1.79136
C: 2.15191 3.08086 3.74560
C: 3.35053 3.18503 2.86718
C: 4.63485 2.57320 3.51651
O: 3.08201 2.46386 1.75082
H: 1.60380 2.15141 3.89991
H: 1.44266 3.89177 3.57978
H: 2.41533 3.33737 4.77171
H: 3.50162 4.21788 2.55335
H: 4.60109 1.48876 3.41179
H: 4.63498 2.82806 4.57629
H: 5.54251 2.91298 3.01772
H: 3.78313 1.82707 1.59422
C: 7.69596 0.73905 -3.60344
C: 6.67476 -0.13810 -2.93271
C: 7.07499 -1.59462 -3.35126
O: 6.68162 0.06162 -1.54678
H: 7.49780 1.73936 -3.21845
H: 7.67129 0.61202 -4.68573
H: 8.69823 0.46535 -3.27381
H: 5.65454 0.11869 -3.21787
H: 6.61391 -2.36121 -2.72849
H: 8.12666 -1.88089 -3.33940
H: 6.82168 -1.76308 -4.39794
H: 7.53900 -0.22321 -1.22218